17
Properties=species:S:1:pos:R:3:forces:R:3 method="wB97M-V/def2-TZVPD" smiles=COC[C@H]1C[C@H]1O energy_ha=-346.924532
C -0.48577 1.98620 1.43595 -0.1 0.2 0.1
O 0.06895 1.00972 0.57953 0.0 -0.1 -0.1
C -0.89288 0.01623 0.24274 -0.3 -0.1 0.0
C -0.33434 -1.13047 -0.57737 -0.1 0.0 0.1
C 0.47569 -0.83968 -1.80980 0.1 0.1 -0.2
C 1.14892 -1.40160 -0.56672 -0.1 -0.3 -0.2
O 2.02554 -0.78132 0.31447 0.0 0.3 -0.1
H -1.31998 2.51297 0.95000 0.1 -0.1 0.0
H 0.29494 2.70991 1.67979 -0.1 -0.1 -0.1
H -0.85953 1.53408 2.36693 0.1 0.0 -0.1
H -1.31069 -0.39287 1.17394 0.0 0.1 -0.1
H -1.70126 0.51214 -0.31523 -0.1 -0.1 0.1
H -1.06319 -1.93478 -0.67852 0.2 0.0 0.3
H 0.36670 -1.57949 -2.60174 0.1 0.3 0.0
H 0.48863 0.18784 -2.16056 0.4 0.0 0.3
H 1.49852 -2.42135 -0.70942 -0.3 0.1 0.0
H 1.59975 0.01247 0.67600 0.0 -0.1 -0.2



17
Properties=species:S:1:pos:R:3:forces:R:3 method="wB97M-V/def2-TZVPD" smiles="CCO[C@@H](C)C=O" energy_ha=-346.962693
C 2.41389 -0.82014 -0.08711 0.0 0.0 0.0
C 1.04556 -0.92749 0.55930 0.1 -0.2 0.0
O 0.39066 0.33351 0.46180 0.0 0.1 0.0
C -1.01711 0.25419 0.31293 -0.2 0.0 0.1
C -1.61645 1.56523 0.78839 0.0 0.0 0.0
C -1.26070 0.02945 -1.17299 -0.1 -0.3 -0.1
O -1.65081 -1.00605 -1.65582 0.1 0.5 0.2
H 2.94588 0.05103 0.30495 0.0 -0.1 0.0
H 3.01115 -1.71314 0.12349 -0.1 0.1 0.0
H 2.32446 -0.71003 -1.17200 0.0 0.0 0.1
H 0.44777 -1.70623 0.06717 0.1 0.1 0.0
H 1.13841 -1.19681 1.62188 0.0 0.0 -0.1
H -1.42799 -0.60161 0.86636 0.1 0.1 0.0
H -2.70943 1.54439 0.72475 0.2 0.0 0.0
H -1.32465 1.74977 1.82454 0.0 -0.1 -0.1
H -1.24498 2.39906 0.18318 0.0 -0.1 0.0
H -0.97969 0.89863 -1.80808 0.0 -0.1 0.0



no.,HOMO level (eV)
1,-9.1
2,-9.5